# 1
C68H199N17O23 | ωB97M-V with the def2-TZVPD basis set

Element x y z (Å)
C 3.02 4.78 7.41
C 2.35 4.28 6.16
C 3.26 4.44 4.92
O 2.57 3.93 3.79
C 3.34 3.77 2.58
N 1.74 2.99 6.33
H 3.24 5.85 7.34
H 3.95 4.22 7.63
H 2.33 4.66 8.22
H 1.57 5.05 5.99
H 4.21 3.85 5.06
H 3.58 5.50 4.69
H 4.43 3.79 2.85
H 3.23 4.53 1.89
H 3.09 2.87 2.00
H 2.37 2.31 6.69
H 1.47 2.67 5.42
C 1.72 5.91 -4.09
C 0.68 4.88 -3.77
C 1.04 3.54 -4.37
O 0.26 2.39 -3.99
C 0.34 1.30 -4.88
N 0.39 4.69 -2.32
H 1.29 6.90 -4.13
H 2.16 5.61 -5.06
H 2.52 5.89 -3.30
H -0.24 5.12 -4.31
H 2.06 3.25 -4.20
H 0.99 3.64 -5.43
H 0.02 1.54 -5.88
H -0.29 0.46 -4.54
H 1.41 1.00 -4.93
H 1.19 4.25 -1.93
H -0.39 4.01 -2.20
C -3.20 7.87 -5.15
C -3.17 6.95 -3.98
C -3.81 5.63 -4.33
O -3.82 4.78 -3.17
C -4.15 3.46 -3.43
N -1.82 6.67 -3.54
H -2.91 8.94 -4.86
H -4.21 7.91 -5.62
H -2.47 7.59 -5.95
H -3.86 7.40 -3.19
H -3.27 5.05 -5.05
H -4.81 5.77 -4.77
H -5.19 3.23 -3.61
H -3.69 2.86 -2.63
H -3.68 3.13 -4.42
H -1.87 6.12 -2.63
H -1.45 7.60 -3.33
C -8.88 0.42 -1.71
C -7.66 -0.41 -1.45
C -6.42 0.41 -1.34
O -5.94 0.82 -2.65
C -5.00 -0.09 -3.20
N -7.86 -1.17 -0.19
H -8.99 1.18 -0.89
H -9.75 -0.19 -1.71
H -8.74 0.92 -2.66
H -7.52 -1.11 -2.28
H -5.63 -0.20 -0.91
H -6.61 1.35 -0.77
H -4.39 -0.55 -2.42
H -4.25 0.41 -3.88
H -5.45 -0.93 -3.67
H -7.05 -1.29 0.39
H -8.57 -0.72 0.37
C -6.08 -4.94 1.94
C -4.62 -5.28 2.13
C -3.99 -6.06 0.99
O -2.51 -5.95 1.26
C -1.61 -6.71 0.51
N -3.90 -4.02 2.43
H -6.10 -4.21 1.10
H -6.41 -4.45 2.89
H -6.68 -5.77 1.58
H -4.56 -5.97 3.00
H -4.08 -5.71 -0.01
H -4.33 -7.10 0.96
H -1.59 -7.75 0.81
H -0.65 -6.20 0.61
H -1.88 -6.63 -0.60
H -2.90 -4.15 2.32
H -3.97 -3.86 3.44
C -0.23 -4.54 3.46
C 0.55 -3.44 2.77
C 1.23 -3.90 1.49
O 2.21 -4.86 1.84
C 3.55 -4.33 1.92
N -0.39 -2.37 2.48
H -0.64 -4.10 4.38
H 0.38 -5.40 3.76
H -1.05 -4.89 2.75
H 1.35 -3.10 3.40
H 1.78 -3.04 1.02
H 0.49 -4.39 0.84
H 3.89 -3.86 1.00
H 4.25 -5.13 2.08
H 3.63 -3.59 2.76
H -1.18 -2.36 3.16
H 0.10 -1.49 2.49
C 2.29 7.54 -0.74
C 2.53 6.64 0.46
C 4.02 6.68 0.74
O 4.63 5.63 0.01
C 6.05 5.74 -0.10
N 1.80 7.17 1.65
H 2.86 8.43 -0.35
H 1.26 7.87 -0.87
H 2.73 7.14 -1.64
H 2.16 5.58 0.27
H 4.23 6.64 1.80
H 4.50 7.60 0.32
H 6.30 6.50 -0.84
H 6.42 4.73 -0.45
H 6.47 6.04 0.87
H 1.15 6.54 2.05
H 1.31 8.00 1.45
C 6.57 1.03 2.11
C 6.85 -0.41 2.31
C 7.07 -0.84 3.71
O 7.37 -2.25 3.86
C 8.77 -2.49 3.80
N 5.74 -1.19 1.75
H 6.26 1.26 1.06
H 7.41 1.66 2.48
H 5.66 1.31 2.67
H 7.69 -0.67 1.64
H 6.07 -0.62 4.21
H 7.79 -0.26 4.24
H 8.90 -3.47 3.35
H 9.34 -2.59 4.76
H 9.28 -1.76 3.16
H 4.94 -1.21 2.36
H 5.98 -2.17 1.50
C 0.07 -2.59 -5.54
C 0.01 -4.06 -5.96
C -1.32 -4.72 -5.64
O -1.50 -4.78 -4.21
C -2.64 -5.57 -3.86
N 0.45 -4.40 -7.30
H -0.08 -2.39 -4.45
H -0.63 -1.99 -6.15
H 1.07 -2.22 -5.80
H 0.72 -4.61 -5.32
H -1.23 -5.78 -6.01
H -2.22 -4.33 -6.08
H -2.76 -5.67 -2.81
H -2.54 -6.55 -4.34
H -3.58 -5.22 -4.25
H 0.01 -3.88 -8.06
H 1.48 -4.30 -7.42
C -3.49 5.59 1.47
C -2.57 6.29 0.43
C -3.12 7.72 0.11
O -4.44 7.61 -0.29
C -5.08 8.87 -0.59
N -1.15 6.28 0.81
H -3.12 4.68 1.89
H -4.41 5.39 0.91
H -3.81 6.35 2.14
H -2.69 5.71 -0.49
H -2.48 8.16 -0.58
H -3.15 8.32 1.06
H -5.19 9.63 0.27
H -6.12 8.55 -0.82
H -4.58 9.38 -1.47
H -0.64 6.60 -0.01
H -0.94 5.26 0.81
C 2.62 -1.72 5.79
C 3.67 -0.78 5.30
C 3.16 0.16 4.19
O 3.04 -0.72 3.05
C 2.68 -0.05 1.89
N 4.07 0.05 6.41
H 2.94 -2.34 6.65
H 2.46 -2.40 4.94
H 1.70 -1.23 6.07
H 4.44 -1.47 4.90
H 3.91 0.88 3.99
H 2.16 0.59 4.39
H 1.58 0.22 1.94
H 2.74 -0.70 1.02
H 3.25 0.83 1.69
H 4.84 0.72 6.23
H 4.35 -0.63 7.14
C -4.85 0.94 3.56
C -3.42 0.93 3.14
C -2.52 1.61 4.13
O -1.12 1.63 3.73
C -0.62 2.81 3.11
N -3.05 -0.47 2.79
H -5.19 0.14 4.30
H -5.56 0.75 2.74
H -5.12 1.99 3.82
H -3.44 1.44 2.18
H -2.45 1.14 5.17
H -2.86 2.66 4.27
H -0.88 3.64 3.74
H -1.17 2.96 2.19
H 0.45 2.70 2.91
H -2.12 -0.48 2.40
H -3.02 -1.01 3.64
C 3.26 -3.00 -3.81
C 4.37 -3.83 -3.19
C 5.76 -3.57 -3.83
O 6.80 -4.46 -3.23
C 6.74 -5.77 -3.65
N 4.47 -3.66 -1.71
H 3.40 -1.91 -3.63
H 2.35 -3.39 -3.41
H 3.20 -3.29 -4.83
H 4.10 -4.89 -3.31
H 6.14 -2.62 -3.50
H 5.84 -3.72 -4.91
H 6.81 -5.88 -4.75
H 5.75 -6.22 -3.35
H 7.49 -6.35 -3.11
H 5.37 -4.18 -1.43
H 3.76 -4.25 -1.37
C -6.06 -7.53 -2.53
C -7.22 -6.59 -2.83
C -6.67 -5.16 -2.94
O -5.76 -4.98 -1.89
C -5.41 -3.63 -1.62
N -8.11 -6.87 -3.97
H -5.48 -7.18 -1.64
H -5.39 -7.58 -3.38
H -6.40 -8.55 -2.30
H -7.83 -6.66 -1.95
H -7.42 -4.41 -2.84
H -6.14 -5.00 -3.91
H -4.96 -3.15 -2.47
H -4.68 -3.69 -0.81
H -6.17 -2.97 -1.21
H -7.57 -7.09 -4.82
H -8.69 -7.71 -3.79
C 4.76 3.20 -4.12
C 4.43 1.81 -3.63
C 4.97 0.67 -4.54
O 4.16 0.45 -5.67
C 4.61 -0.62 -6.46
N 4.87 1.68 -2.24
H 5.77 3.50 -3.94
H 4.22 4.01 -3.61
H 4.58 3.34 -5.23
H 3.40 1.68 -3.64
H 5.06 -0.23 -3.87
H 6.00 0.89 -4.90
H 4.18 -0.50 -7.44
H 4.38 -1.60 -6.03
H 5.72 -0.71 -6.64
H 5.79 1.99 -2.10
H 4.83 0.69 -1.87
C -0.70 -1.50 7.76
C -1.20 -2.23 6.58
C -2.08 -3.43 6.97
O -1.25 -4.32 7.77
C -1.81 -5.64 7.63
N -1.88 -1.36 5.57
H -0.04 -2.07 8.41
H -1.55 -1.07 8.29
H -0.10 -0.67 7.37
H -0.39 -2.72 6.10
H -2.40 -3.89 6.00
H -2.96 -3.22 7.59
H -0.98 -6.35 7.84
H -2.17 -5.85 6.62
H -2.61 -5.78 8.34
H -1.27 -0.68 5.19
H -2.66 -0.94 6.07
C -2.30 -0.25 -0.86
C -1.40 -1.43 -1.24
C 0.08 -1.11 -1.18
O 0.33 0.08 -1.93
C 1.72 0.36 -2.00
N -1.61 -2.63 -0.46
H -1.97 0.17 0.09
H -3.33 -0.60 -0.75
H -2.18 0.53 -1.58
H -1.61 -1.60 -2.33
H 0.63 -1.98 -1.52
H 0.33 -0.84 -0.17
H 2.14 -0.24 -2.81
H 2.18 0.05 -1.05
H 1.81 1.47 -2.21
H -2.57 -2.87 -0.44
H -1.28 -2.54 0.48
O 3.13 3.05 -0.62
H 3.83 2.63 -1.20
H 3.48 3.90 -0.38
O 2.34 -5.53 -1.12
H 1.48 -5.12 -1.03
H 2.54 -5.74 -0.19
O -5.02 -1.34 1.01
H -4.84 -2.22 1.32
H -4.31 -0.86 1.47
O -0.07 -4.62 -1.73
H -0.39 -4.67 -2.63
H -0.64 -3.93 -1.19
O 0.40 2.27 -0.12
H 1.27 2.71 -0.26
H 0.20 1.91 -0.98
O 4.65 -0.95 -0.89
H 4.52 -1.92 -1.18
H 4.94 -1.01 0.10

The spin multiplicity is 1. Its total energy is -146158.58303 eV. The value obtained for the lowest unoccupied orbital energy is 0.495 eV.

# 2
C19H23FN2O2 | ωB97M-V with the def2-TZVPD basis set

Element x y z (Å)
C -3.23 -4.01 1.59
C -2.05 -3.11 1.89
O -1.30 -3.00 0.64
C -0.14 -2.35 0.85
O 0.32 -2.10 1.95
C 0.56 -1.88 -0.38
F 0.18 -0.59 -0.63
N 1.99 -1.85 -0.24
C 2.71 -1.08 -0.98
C 4.06 -0.78 -0.49
C 5.04 -0.12 -1.23
C 6.31 0.01 -0.69
C 6.60 -0.53 0.58
C 5.60 -1.19 1.32
C 4.32 -1.30 0.79
H -4.10 -3.79 2.22
H -3.52 -3.93 0.54
H -2.92 -5.05 1.78
H -2.40 -2.11 2.23
H -1.43 -3.53 2.69
H 0.29 -2.56 -1.16
H 2.44 -0.64 -1.96
H 4.78 0.28 -2.22
H 7.09 0.52 -1.24
H 7.60 -0.44 1.01
H 5.79 -1.62 2.31
H 3.51 -1.79 1.32
C -3.96 4.79 -0.93
C -3.12 3.55 -0.79
C -1.82 3.63 -0.29
C -1.09 2.43 -0.10
C 0.32 2.36 0.38
N -1.78 1.32 -0.31
C -2.92 1.16 -0.93
C -3.34 -0.23 -1.31
C -3.68 2.32 -1.15
H -3.37 5.67 -0.62
H -4.29 4.90 -1.97
H -4.86 4.72 -0.30
H -1.36 4.57 -0.01
H 0.73 3.34 0.65
H 0.41 1.71 1.26
H 1.01 1.92 -0.36
H -4.39 -0.28 -1.58
H -2.75 -0.64 -2.14
H -3.16 -0.92 -0.48
H -4.69 2.23 -1.53

The spin multiplicity is 1. Its total energy is -29867.76211 eV. The energy above the lowest of the compared OMol25 structures with the same formula, charge and spin is 35.34 kcal/mol. The value obtained for the lowest unoccupied orbital energy is 0.206 eV. The structure (SMILES) is CCOC(=O)[C@@H](F)/N=C/c1ccccc1.Cc1cc(C)nc(C)c1.

# 3
C2HF4I | ωB97M-V with the def2-TZVPD basis set

Element x y z (Å)
F 1.80 -0.35 0.29
C 0.66 -0.68 -0.33
F 0.22 -1.94 -0.01
C -0.64 0.54 0.15
F -0.88 1.24 -0.96
F -1.78 -0.03 0.53
I 0.03 1.90 1.82
H 0.60 -0.68 -1.49

The spin multiplicity is 1. Its total energy is -21059.44244 eV. The energy above the lowest of the compared OMol25 structures with the same formula, charge and spin is 10.59 kcal/mol. The value obtained for the lowest unoccupied orbital energy is -0.239 eV. The structure (SMILES) is FC(F)C(F)(F)I.

> Which value of lowest unoccupied orbital energy does entry 3 give?

-0.239 eV

> Look up the lowest unoccupied orbital energy of the third one.

-0.239 eV

> Among the records above, which one has the highest lowest unoccupied orbital energy?

C68H199N17O23

Copy entry 2 word for word.
C19H23FN2O2 | ωB97M-V with the def2-TZVPD basis set

Element x y z (Å)
C -3.23 -4.01 1.59
C -2.05 -3.11 1.89
O -1.30 -3.00 0.64
C -0.14 -2.35 0.85
O 0.32 -2.10 1.95
C 0.56 -1.88 -0.38
F 0.18 -0.59 -0.63
N 1.99 -1.85 -0.24
C 2.71 -1.08 -0.98
C 4.06 -0.78 -0.49
C 5.04 -0.12 -1.23
C 6.31 0.01 -0.69
C 6.60 -0.53 0.58
C 5.60 -1.19 1.32
C 4.32 -1.30 0.79
H -4.10 -3.79 2.22
H -3.52 -3.93 0.54
H -2.92 -5.05 1.78
H -2.40 -2.11 2.23
H -1.43 -3.53 2.69
H 0.29 -2.56 -1.16
H 2.44 -0.64 -1.96
H 4.78 0.28 -2.22
H 7.09 0.52 -1.24
H 7.60 -0.44 1.01
H 5.79 -1.62 2.31
H 3.51 -1.79 1.32
C -3.96 4.79 -0.93
C -3.12 3.55 -0.79
C -1.82 3.63 -0.29
C -1.09 2.43 -0.10
C 0.32 2.36 0.38
N -1.78 1.32 -0.31
C -2.92 1.16 -0.93
C -3.34 -0.23 -1.31
C -3.68 2.32 -1.15
H -3.37 5.67 -0.62
H -4.29 4.90 -1.97
H -4.86 4.72 -0.30
H -1.36 4.57 -0.01
H 0.73 3.34 0.65
H 0.41 1.71 1.26
H 1.01 1.92 -0.36
H -4.39 -0.28 -1.58
H -2.75 -0.64 -2.14
H -3.16 -0.92 -0.48
H -4.69 2.23 -1.53

The spin multiplicity is 1. Its total energy is -29867.76211 eV. The energy above the lowest of the compared OMol25 structures with the same formula, charge and spin is 35.34 kcal/mol. The value obtained for the lowest unoccupied orbital energy is 0.206 eV. The structure (SMILES) is CCOC(=O)[C@@H](F)/N=C/c1ccccc1.Cc1cc(C)nc(C)c1.